Record 1
The following is a DFT calculation (ωB97M-V/def2-TZVPD) of 2 unconnected molecules or ions with the total composition CH6P2.

The geometry in XYZ format:
```
9
Properties=species:S:1:pos:R:3
C -1.146 -0.861 0.126
P 1.861 -0.219 -0.397
P 0.260 -0.040 1.007
H -0.830 -1.183 -0.795
H -1.930 -0.110 -0.094
H -1.421 -1.693 0.693
H 1.182 0.599 -1.370
H 2.604 1.002 0.078
H -0.580 2.505 0.753
```

Calculated values
**LUMO energy (spin up / spin down)**: -0.59 / -0.80 eV
**HOMO (spin up / spin down)**: -8.036 / -9.132 eV
**Charge**: 0
**Energy relative to the best compared isomer or geometry (same formula, charge and spin)**: 325.3 kJ/mol
**2S+1**: 1
**Kohn-Sham gap (spin up / spin down)**: 7.4494 / 8.3347 eV

These are the natural (NBO) partial charges, in e, on atoms 1 to 2: -0.9512 -0.0475

***

Record 2
The following is a DFT calculation (ωB97M-V/def2-TZVPD) of 8 unconnected molecules or ions with the total composition C16H43N3O10.

The geometry in XYZ format:
```
72
Properties=species:S:1:pos:R:3
C -2.264 2.304 0.973
O -2.066 3.230 2.078
C -2.758 3.089 3.166
O -3.838 2.568 3.236
O -2.099 3.548 4.182
C -2.672 3.270 5.440
H -3.157 1.723 1.245
H -1.411 1.630 0.993
H -2.353 2.881 0.070
H -2.991 2.252 5.534
H -3.507 3.902 5.580
H -1.865 3.456 6.142
C 2.140 -4.495 -3.977
N 1.557 -3.325 -4.584
C 1.097 -2.266 -3.731
C 1.304 -3.292 -5.894
O 0.707 -2.408 -6.475
H 1.821 -5.375 -4.567
H 1.875 -4.485 -2.898
H 3.224 -4.466 -3.934
H 0.727 -1.537 -4.414
H 0.263 -2.623 -3.071
H 1.920 -1.901 -3.074
H 1.658 -4.258 -6.375
C 1.993 -0.048 5.220
N 0.943 0.237 4.283
C 0.064 1.399 4.536
C 0.815 -0.414 3.134
O -0.049 -0.247 2.267
H 1.618 -0.822 5.917
H 2.206 0.746 5.877
H 2.899 -0.505 4.688
H -0.127 1.955 3.607
H -0.899 0.962 4.965
H 0.580 2.047 5.275
H 1.569 -1.271 3.056
C -5.416 0.178 -3.649
N -3.972 0.443 -3.597
C -3.127 -0.170 -4.589
C -3.513 1.439 -2.839
O -2.362 1.711 -2.674
H -5.757 -0.017 -4.685
H -5.999 1.039 -3.194
H -5.708 -0.660 -2.924
H -2.871 -1.112 -4.169
H -3.715 -0.375 -5.542
H -2.229 0.408 -4.760
H -4.329 2.103 -2.402
C 4.814 -0.217 0.482
O 3.494 -0.686 0.708
H 4.956 0.766 0.851
H 5.494 -0.815 1.116
H 5.126 -0.317 -0.574
H 2.821 -0.072 0.361
C 1.348 -3.672 -0.118
O 1.964 -2.536 -0.666
H 0.652 -3.421 0.664
H 0.893 -4.299 -0.881
H 2.059 -4.356 0.406
H 2.684 -2.183 -0.116
C 0.560 0.181 -1.040
O 1.146 0.554 0.208
H -0.357 0.739 -1.220
H 1.300 0.389 -1.786
H 0.365 -0.901 -1.072
H 0.745 0.150 0.996
C 1.817 3.090 1.694
O 1.188 3.439 0.483
H 1.247 3.229 2.622
H 2.160 2.096 1.632
H 2.702 3.777 1.760
H 0.897 2.621 0.046
```

Calculated values
**LUMO energy**: 0.44 eV
**HOMO**: -9.016 eV
**Charge**: 0
**2S+1**: 1
**Kohn-Sham gap**: 9.4575 eV
**SMILES**: COC(=O)OC.CN(C)C=O.CN(C)C=O.CN(C)C=O.CO.CO.CO.CO

These are the Löwdin partial charges, in e, on atoms 1 to 2: 0.0229 0.0136